# 1
The following is a DFT calculation (ωB97M-V/def2-TZVPD) of a molecular structure, CH3MgO2Tl.

Properties
**HOMO level**: -6.73 eV
**Frontier orbital gap**: 5.9 eV
**Net charge**: 0
**Maximum force**: 7.58 eV Å⁻¹
**Lowest unoccupied orbital energy**: -0.0304 Eh
**Total energy**: -562.8091 hartree

Geometry as XYZ:
```
8
Properties=species:S:1:pos:R:3:forces:R:3:lowdin_charge:R:1
O 0.448281 -1.537818 -1.175214 2.5 -0.9 -1.7 -0.37
C 1.321186 -0.523356 -0.822893 2.9 0.3 -0.8 -0.52
O 0.695745 0.342838 0.084249 1.0 0.7 0.1 -0.62
H 1.655762 0.049772 -1.717843 -0.3 -0.3 0.4 0.12
H 2.234202 -0.930352 -0.331057 -0.4 0.0 -0.3 0.12
Tl -1.021071 -0.887685 -0.109315 -7.1 -1.1 2.4 0.67
Mg -0.442584 1.589072 0.989955 0.0 0.5 0.2 0.66
H -2.648083 -1.816470 0.154086 1.4 0.7 -0.2 -0.05
```
Positions in Å, forces in eV/Å.


# 2
The following is a DFT calculation (ωB97M-V/def2-TZVPD) of a gas-phase ion, CH3N2O (charge +1).

Properties
**HOMO level (spin up / spin down)**: -12.37 / -19.85 eV
**Frontier orbital gap (spin up / spin down)**: 7.9 / 8.4 eV
**Net charge**: +1
**Maximum force**: 8.55 eV Å⁻¹
**Lowest unoccupied orbital energy (spin up / spin down)**: -0.1659 / -0.4205 Eh
**2S+1**: 3
**Total energy**: -224.1055 hartree

Geometry as XYZ:
```
7
Properties=species:S:1:pos:R:3:forces:R:3:lowdin_charge:R:1
C 0.322828 0.069948 0.240362 2.5 0.7 -1.2 -0.17
N 2.721782 -0.325813 0.001038 8.2 -2.3 -0.9 0.27
N 1.653137 -0.082690 0.102229 -7.3 2.8 1.6 -0.06
O -0.365103 -1.090759 -0.006118 1.9 -0.9 -0.6 0.33
H 0.152130 0.714558 -0.770958 -1.0 -0.5 0.9 0.28
H 0.071898 0.649725 1.141422 -0.6 0.0 -0.2 0.20
H -1.273288 -0.945590 0.093110 -3.7 0.2 0.4 0.13
```
Positions in Å, forces in eV/Å.


# 3
The following is a DFT calculation (ωB97M-V/def2-TZVPD) of a gas-phase ion, CH3N2O2 (charge -1).

Properties
**HOMO level**: -3.68 eV
**Frontier orbital gap**: 8.3 eV
**Net charge**: -1
**Maximum force**: 4.25 eV Å⁻¹
**Lowest unoccupied orbital energy**: 0.1698 Eh
**Total energy**: -299.8041 hartree

Geometry as XYZ:
```
8
Properties=species:S:1:pos:R:3:forces:R:3:lowdin_charge:R:1
C 0.197134 0.088848 0.254274 1.6 -3.1 2.4 -0.14
N 1.621428 -0.397215 0.747294 -3.0 -0.2 0.3 -0.04
N 2.542796 -0.079627 -0.057781 -0.5 0.8 0.4 -0.64
O 2.227998 0.602599 -1.050653 1.0 0.9 -2.0 -0.14
O 3.725535 -0.388409 0.209075 0.5 -0.2 -0.2 -0.14
H -0.050127 0.227972 -0.778969 0.4 -0.4 -0.6 0.03
H -0.385593 -0.755764 0.749286 0.1 1.2 -0.8 0.05
H -0.042813 0.986922 0.760807 -0.2 1.1 0.6 0.02
```
Positions in Å, forces in eV/Å.


# 4
The following is a DFT calculation (ωB97M-V/def2-TZVPD) of a molecular structure, CH3N2O2.

Properties
**HOMO level**: -16.46 eV
**Frontier orbital gap**: 10.1 eV
**Net charge**: +1
**Maximum force**: 5.13 eV Å⁻¹
**Lowest unoccupied orbital energy**: -0.2318 Eh
**Total energy**: -299.4330 hartree

Geometry as XYZ:
```
8
Properties=species:S:1:pos:R:3:forces:R:3:lowdin_charge:R:1
C 0.015177 0.334996 -0.692512 -4.9 -1.2 0.9 0.20
N 1.118652 -0.013196 -0.282462 1.5 1.5 -1.8 0.25
N -1.144733 -0.213103 0.692301 2.4 1.6 -2.9 -0.29
O -0.511056 -0.924661 1.370015 -0.2 -1.0 1.4 0.15
O -2.173705 0.321596 0.691189 -1.1 -0.1 0.2 0.22
H -0.506634 0.679666 -1.626951 1.3 0.3 0.9 0.18
H 1.952960 0.299247 -0.718194 1.3 0.0 -0.9 0.17
H 1.249339 -0.484545 0.566613 -0.3 -1.1 2.1 0.13
```
Positions in Å, forces in eV/Å.


# 5
The following is a DFT calculation (ωB97M-V/def2-TZVPD) of a molecular structure, CH3N2O2S.

Properties
**HOMO level**: -17.77 eV
**Frontier orbital gap**: 12.8 eV
**Net charge**: +1
**Maximum force**: 6.15 eV Å⁻¹
**Lowest unoccupied orbital energy**: -0.1808 Eh
**Total energy**: -697.7083 hartree

Geometry as XYZ:
```
9
Properties=species:S:1:pos:R:3:forces:R:3:lowdin_charge:R:1
C -1.172965 2.137078 0.115638 4.6 -4.1 -0.3 0.15
N -0.308411 1.358664 0.053732 -2.4 2.4 -0.4 0.08
N 0.942312 -1.093372 -0.088587 -0.7 -3.6 0.2 -0.03
O 2.280057 0.707786 -1.190381 -0.6 -0.5 0.3 -0.14
O 1.845327 0.728139 1.274580 0.9 0.3 2.1 -0.16
S 1.693426 0.241722 -0.001259 -0.6 0.4 -1.3 0.72
H -1.918950 2.810786 0.209256 -2.2 1.9 0.2 0.07
H 0.909118 -1.658625 -0.932711 0.4 0.9 -0.8 0.13
H 0.653924 -1.813996 0.640511 0.7 2.2 0.0 0.19
```
Positions in Å, forces in eV/Å.


# 6
The following is a DFT calculation (ωB97M-V/def2-TZVPD) of 3 unconnected molecules or ions with the total composition CH3N2O2S2.

Properties
**HOMO level (spin up / spin down)**: -3.29 / -3.51 eV
**Frontier orbital gap (spin up / spin down)**: 6.4 / 6.8 eV
**Net charge**: -1
**Maximum force**: 4.61 eV Å⁻¹
**Lowest unoccupied orbital energy (spin up / spin down)**: 0.1138 / 0.1210 Eh
**Total energy**: -1096.2095 hartree

Geometry as XYZ:
```
10
Properties=species:S:1:pos:R:3:forces:R:3:lowdin_charge:R:1
C 0.601361 -1.278907 -1.093639 0.8 -3.2 0.4 -0.65
N 0.615383 -0.263757 -1.673820 -0.7 4.4 -1.0 0.15
N 0.116117 0.478707 1.516706 -0.5 -0.9 0.8 -0.74
O -1.077251 -0.288063 1.443068 0.2 -1.1 -0.7 -0.25
O 0.706501 -2.400738 -0.778551 -0.5 -1.0 0.4 0.05
S -0.346241 2.361826 0.073243 0.7 0.2 -0.3 0.22
S 1.541862 -0.274664 1.300879 -0.7 0.3 0.2 0.51
H 0.369772 0.657522 -1.198441 0.2 -0.4 -0.4 -0.05
H -1.040794 -1.213127 0.998507 1.0 1.9 0.8 0.10
H -1.486711 2.221199 -0.587952 -0.5 -0.2 -0.2 -0.34
```
Positions in Å, forces in eV/Å.


# 7
The following is a DFT calculation (ωB97M-V/def2-TZVPD) of a molecular structure, CH3N2O3S.

Properties
**HOMO level**: -5.09 eV
**Frontier orbital gap**: 9.2 eV
**Net charge**: -1
**Maximum force**: 5.25 eV Å⁻¹
**Lowest unoccupied orbital energy**: 0.1496 Eh
**Total energy**: -773.3003 hartree

Geometry as XYZ:
```
10
Properties=species:S:1:pos:R:3:forces:R:3:lowdin_charge:R:1
C 0.054788 -0.490881 0.181769 0.8 -3.0 4.3 -0.52
N -0.881432 0.490417 -0.196969 -1.0 0.3 0.5 -0.02
N 0.558082 0.665322 -0.427451 1.0 0.5 -1.0 -0.01
O -0.341259 -1.818872 -2.034306 0.0 0.1 0.2 -0.39
O 1.312249 -2.690225 -0.419809 -0.2 0.2 -0.2 -0.40
O -1.071530 -2.774203 0.104818 0.1 0.1 -0.1 -0.40
S -0.007521 -2.112965 -0.642893 0.3 0.0 0.1 0.36
H 0.297483 -0.922236 1.502062 -0.9 2.0 -3.9 0.20
H -1.283735 0.157689 -1.082685 0.3 0.2 0.1 0.08
H 0.908277 1.368673 0.225846 -0.4 -0.4 0.1 0.08
```
Positions in Å, forces in eV/Å.


# 8
The following is a DFT calculation (ωB97M-V/def2-TZVPD) of 2 unconnected molecules or ions with the total composition CH3N2O3S.

Properties
**HOMO level**: -3.39 eV
**Frontier orbital gap**: 6.5 eV
**Net charge**: -1
**Maximum force**: 3.23 eV Å⁻¹
**Lowest unoccupied orbital energy**: 0.1145 Eh
**Total energy**: -773.3040 hartree

Geometry as XYZ:
```
10
Properties=species:S:1:pos:R:3:forces:R:3:lowdin_charge:R:1
C 0.483930 -0.585416 0.038494 -1.5 2.8 -0.3 -0.57
N 2.606999 -0.017569 0.511257 1.6 0.7 -2.0 -0.15
N 1.658919 -1.023714 0.348958 -1.6 -1.0 0.2 -0.17
O -3.080740 1.529552 0.286040 0.2 -1.0 0.1 -0.48
O -0.668517 -1.098194 0.024601 0.1 -0.6 -0.1 -0.25
O -3.510027 -0.311220 -1.215379 -0.5 -0.7 -1.5 -0.45
S -3.098201 0.088429 0.075944 0.7 1.4 1.3 0.83
H 0.376450 0.651748 -0.248934 0.9 -2.0 0.6 0.12
H 2.056034 0.895410 0.625513 1.3 -1.0 -1.0 0.03
H 3.175149 -0.129029 -0.446491 -1.3 1.4 2.6 0.08
```
Positions in Å, forces in eV/Å.


# 9
The following is a DFT calculation (ωB97M-V/def2-TZVPD) of 2 unconnected molecules or ions with the total composition CH3N2OS.

Properties
**HOMO level (spin up / spin down)**: -2.86 / -2.78 eV
**Frontier orbital gap (spin up / spin down)**: 6.7 / 6.7 eV
**Net charge**: -1
**Maximum force**: 2.41 eV Å⁻¹
**Lowest unoccupied orbital energy (spin up / spin down)**: 0.1405 / 0.1437 Eh
**Total energy**: -622.7189 hartree

Geometry as XYZ:
```
8
Properties=species:S:1:pos:R:3:forces:R:3:lowdin_charge:R:1
C -0.218824 0.299673 0.723671 0.4 -0.2 2.4 -0.10
N -0.384431 1.513018 0.406068 0.0 0.5 -0.4 -0.14
N -0.410128 1.972401 -0.741105 -1.1 -0.9 -1.7 -0.64
O 0.382541 0.442136 -2.103495 0.9 2.2 0.0 -0.44
S -0.012006 3.337608 -1.427822 0.8 1.5 -0.3 0.36
H 0.865389 1.265579 -2.451284 -1.1 -1.9 0.7 -0.10
H 0.240219 -0.470775 0.149877 0.1 -0.2 -0.9 0.03
H -0.344750 0.235577 1.793225 -0.1 -0.9 0.3 0.03
```
Positions in Å, forces in eV/Å.


# 10
The following is a DFT calculation (ωB97M-V/def2-TZVPD) of a molecular structure, CH3N2S.

Properties
**HOMO level**: -14.94 eV
**Frontier orbital gap**: 9.2 eV
**Net charge**: +1
**Maximum force**: 5.58 eV Å⁻¹
**Lowest unoccupied orbital energy**: -0.2101 Eh
**Total energy**: -547.2243 hartree

Geometry as XYZ:
```
7
Properties=species:S:1:pos:R:3:forces:R:3:lowdin_charge:R:1
C 0.937347 -0.181343 0.216952 1.0 0.3 -0.5 -0.72
N 1.451430 1.068969 0.320037 -1.9 4.1 -3.3 -0.20
N -0.171764 -0.816498 0.286403 3.5 -2.8 -0.4 0.27
S 2.567991 -0.218189 -0.114732 1.0 -1.3 0.0 1.08
H 1.208041 1.893082 -0.679432 0.6 -3.2 3.8 0.29
H -0.943317 -0.302822 0.167244 -4.1 2.2 -0.1 0.10
H -0.183482 -1.814246 0.023155 -0.1 0.7 0.4 0.18
```
Positions in Å, forces in eV/Å.


# 11
The following is a DFT calculation (ωB97M-V/def2-TZVPD) of 2 unconnected molecules or ions with the total composition CH3N3O.

Properties
**HOMO level (spin up / spin down)**: -9.00 / -9.00 eV
**Frontier orbital gap (spin up / spin down)**: 6.3 / 6.3 eV
**Net charge**: 0
**Maximum force**: 3.30 eV Å⁻¹
**Lowest unoccupied orbital energy (spin up / spin down)**: -0.0979 / -0.0980 Eh
**Total energy**: -279.1431 hartree

Geometry as XYZ:
```
8
Properties=species:S:1:pos:R:3:forces:R:3:lowdin_charge:R:1
C 2.135860 -0.249657 0.033166 1.8 2.4 -0.4 -0.26
N 1.300846 -1.069512 -0.009912 -2.2 -2.5 -0.1 -0.03
N 3.063114 0.535042 0.044127 0.6 0.3 1.2 0.17
N -1.619107 0.213423 -0.128925 2.8 1.0 1.3 0.13
O 0.109335 -1.346220 0.291211 -2.3 0.8 -0.1 -0.03
H -2.026796 0.295321 0.826841 0.1 -1.1 -1.1 0.01
H 3.359599 0.989340 -0.785595 0.2 0.3 -0.9 0.06
H -1.859805 -0.514842 -0.758637 -1.0 -1.2 0.1 -0.04
```
Positions in Å, forces in eV/Å.


# 12
The following is a DFT calculation (ωB97M-V/def2-TZVPD) of CH3N3O in the gas phase.

Properties
**HOMO level (spin up / spin down)**: -8.71 / -8.80 eV
**Frontier orbital gap (spin up / spin down)**: 8.2 / 8.3 eV
**Net charge**: 0
**Maximum force**: 4.06 eV Å⁻¹
**Lowest unoccupied orbital energy (spin up / spin down)**: -0.0169 / -0.0167 Eh
**Total energy**: -279.1673 hartree

Geometry as XYZ:
```
8
Properties=species:S:1:pos:R:3:forces:R:3:lowdin_charge:R:1
C 1.050741 0.315811 -0.336648 -3.6 -1.4 -0.1 0.05
N 0.951131 -0.954800 0.043885 3.0 2.6 -0.7 -0.03
N -0.084240 -1.573574 0.071971 -1.9 -2.3 0.5 -0.01
N -1.165223 0.513291 0.183078 1.0 -0.1 -1.3 0.01
O -1.193802 -0.864243 0.272902 -1.4 0.8 0.3 -0.18
H 1.604447 1.042678 0.088610 2.6 1.5 1.9 0.04
H 0.639106 0.667726 -1.248594 -0.4 -0.4 -0.9 0.07
H -1.802159 0.853110 0.924796 0.7 -0.7 0.2 0.05
```
Positions in Å, forces in eV/Å.